{"formula": "C30H26N7O2Rh", "method": "ωB97M-V with the def2-TZVPD basis set", "charge": 2, "relative_energy_ev": 0.1000, "largest_force_ha_per_bohr": 0.018, "homo_lumo_gap_ev": 6.32, "symbols": ["Rh", "C", "C", "C", "C", "C", "C", "N", "N", "C", "C", "C", "C", "C", "C", "H", "H", "H", "H", "H", "H", "H", "H", "H", "O", "C", "N", "C", "O", "C", "C", "C", "C", "N", "C", "H", "H", "H", "H", "H", "H", "H", "H", "C", "C", "N", "C", "C", "C", "C", "C", "C", "C", "C", "N", "C", "N", "H", "H", "H", "H", "H", "H", "H", "H", "H"], "coordinates": [[0.085, -0.115, -0.067], [-2.971, -3.695, -2.984], [-2.407, -2.436, -3.139], [-1.744, -1.852, -2.073], [-1.652, -2.535, -0.866], [-2.216, -3.796, -0.699], [-2.875, -4.370, -1.770], [-0.936, -1.889, 0.187], [-0.971, -2.383, 1.331], [-0.158, -1.683, 2.227], [-0.025, -2.136, 3.531], [0.878, -1.497, 4.371], [1.643, -0.443, 3.897], [1.506, 0.022, 2.582], [0.571, -0.574, 1.770], [-3.492, -4.154, -3.813], [-2.490, -1.912, -4.081], [-1.326, -0.854, -2.184], [-2.136, -4.307, 0.250], [-3.319, -5.350, -1.661], [-0.611, -2.984, 3.860], [1.003, -1.842, 5.388], [2.366, 0.031, 4.546], [2.132, 0.833, 2.234], [5.525, 3.538, -1.844], [6.226, 2.313, -1.814], [5.188, 1.303, -1.790], [5.323, 0.127, -1.143], [6.319, -0.253, -0.571], [4.085, -0.742, -1.119], [4.196, -2.118, -1.258], [3.054, -2.894, -1.162], [1.846, -2.289, -0.879], [1.745, -0.954, -0.712], [2.853, -0.196, -0.833], [6.136, 4.242, -2.086], [6.831, 2.192, -0.915], [6.860, 2.195, -2.695], [4.389, 1.481, -2.378], [5.170, -2.561, -1.428], [3.090, -3.966, -1.287], [0.941, -2.865, -0.803], [2.748, 0.865, -0.665], [1.356, 3.763, -1.438], [0.960, 2.457, -1.313], [0.633, 1.914, -0.114], [0.619, 2.704, 0.961], [0.963, 4.052, 0.917], [1.387, 4.563, -0.299], [0.938, 4.892, 2.131], [-0.030, 5.004, 3.042], [-1.371, 4.379, 3.068], [-2.154, 4.499, 4.206], [-3.414, 3.919, 4.177], [-3.875, 3.283, 3.105], [-3.053, 3.240, 2.064], [-1.826, 3.740, 1.981], [1.631, 4.155, -2.406], [0.895, 1.805, -2.177], [0.306, 2.257, 1.891], [1.711, 5.595, -0.368], [1.819, 5.511, 2.262], [0.157, 5.681, 3.867], [-1.801, 5.028, 5.081], [-4.075, 3.971, 5.034], [-3.432, 2.744, 1.176]]}



{"formula": "C30H26N9O4OsPS", "method": "ωB97M-V with the def2-TZVPD basis set", "charge": 2, "relative_energy_ev": 3.8394, "largest_force_ha_per_bohr": 0.061, "homo_lumo_gap_ev": [4.27, 3.01], "s_squared": 6.04, "multiplicity": 5, "symbols": ["Os", "N", "C", "C", "C", "C", "C", "C", "S", "O", "O", "N", "C", "N", "C", "C", "C", "N", "H", "H", "H", "H", "H", "H", "H", "H", "H", "O", "C", "O", "C", "P", "C", "C", "C", "C", "C", "C", "C", "C", "C", "C", "C", "C", "H", "H", "H", "H", "H", "H", "H", "H", "H", "H", "H", "H", "N", "C", "N", "C", "N", "C", "C", "N", "C", "C", "N", "H", "H", "H", "H", "H"], "coordinates": [[-1.365, 0.126, -1.221], [2.615, 5.670, 4.674], [2.608, 4.382, 4.461], [1.360, 3.663, 4.503], [1.351, 2.330, 4.248], [2.577, 1.700, 3.952], [3.823, 2.373, 3.911], [3.848, 3.701, 4.171], [2.512, -0.054, 3.482], [1.118, -0.385, 3.575], [3.509, -0.723, 4.286], [0.934, -0.077, 0.604], [1.554, 0.489, -0.502], [0.959, 0.176, -1.666], [1.576, 0.563, -2.785], [2.727, 1.314, -2.752], [3.175, 1.704, -1.502], [2.607, 1.284, -0.362], [1.760, 6.170, 4.896], [3.478, 6.201, 4.675], [0.435, 4.186, 4.724], [0.422, 1.769, 4.247], [4.739, 1.832, 3.703], [4.782, 4.254, 4.164], [1.106, 0.279, -3.720], [3.234, 1.613, -3.660], [4.027, 2.367, -1.397], [-0.781, 1.953, 2.406], [-1.266, 1.114, 1.652], [-1.473, 1.359, 0.375], [-1.675, -0.230, 2.242], [-1.600, -1.882, 1.430], [0.183, -2.308, 1.291], [1.222, -1.470, 0.877], [2.535, -1.926, 0.823], [2.833, -3.237, 1.188], [1.822, -4.073, 1.633], [0.513, -3.603, 1.691], [-2.119, -1.655, -0.301], [-3.224, -0.814, -0.593], [-4.255, -1.216, -1.589], [-4.254, -2.394, -2.197], [-3.135, -3.386, -2.075], [-1.910, -2.860, -1.238], [-2.698, -0.103, 2.598], [-1.067, -0.358, 3.132], [1.029, 0.494, 1.430], [3.331, -1.249, 0.520], [3.857, -3.591, 1.142], [2.051, -5.082, 1.956], [-0.276, -4.248, 2.067], [-3.587, -0.152, 0.181], [-5.091, -0.539, -1.737], [-5.085, -2.673, -2.839], [-3.511, -4.371, -1.810], [-1.389, -3.664, -0.723], [-2.483, 2.648, -4.628], [-2.047, 2.719, -3.365], [-1.790, 1.499, -2.948], [-2.109, 0.715, -4.039], [-2.536, 1.382, -5.078], [-1.933, -0.728, -3.936], [-2.508, -1.703, -4.912], [-2.713, -2.914, -4.606], [-2.181, -3.394, -3.333], [-1.209, -2.512, -2.553], [-1.447, -1.080, -2.816], [-2.773, 3.402, -5.231], [-1.929, 3.636, -2.804], [-2.882, -1.315, -5.860], [-1.771, -4.384, -3.508], [-0.142, -2.714, -2.626]]}



{"formula": "C30H27AgN5O3S", "method": "ωB97M-V with the def2-TZVPD basis set", "charge": -1, "relative_energy_ev": 1.0061, "largest_force_ha_per_bohr": 0.009, "homo_lumo_gap_ev": 6.57, "symbols": ["Ag", "C", "O", "C", "C", "C", "C", "C", "C", "N", "C", "N", "C", "C", "C", "C", "C", "C", "O", "C", "N", "C", "C", "C", "C", "C", "C", "O", "C", "H", "H", "H", "H", "H", "H", "H", "H", "H", "H", "H", "H", "H", "H", "H", "H", "H", "H", "H", "H", "H", "H", "N", "C", "C", "C", "C", "C", "C", "C", "H", "H", "H", "H", "H", "S", "C", "N"], "coordinates": [[0.152, -0.728, 0.766], [1.430, 0.017, -7.575], [1.451, 0.291, -6.192], [2.102, 1.418, -5.772], [2.785, 2.285, -6.602], [3.403, 3.416, -6.071], [3.310, 3.672, -4.720], [2.612, 2.810, -3.880], [2.017, 1.659, -4.382], [1.298, 0.732, -3.641], [1.201, 0.545, -2.257], [2.314, 0.900, -1.575], [2.671, 0.952, -0.203], [1.913, 0.485, 0.878], [2.495, 0.689, 2.141], [3.727, 1.291, 2.343], [4.461, 1.726, 1.250], [3.930, 1.551, -0.010], [4.618, 2.005, -1.139], [5.891, 1.417, -1.329], [0.142, 0.057, -1.729], [-0.981, -0.171, -2.536], [-1.269, -1.467, -2.963], [-2.366, -1.734, -3.766], [-3.206, -0.700, -4.151], [-2.956, 0.588, -3.705], [-1.865, 0.861, -2.891], [-1.692, 2.172, -2.526], [-1.259, 2.436, -1.193], [0.848, -0.893, -7.691], [2.440, -0.145, -7.963], [0.954, 0.828, -8.133], [2.846, 2.088, -7.662], [3.943, 4.088, -6.724], [3.773, 4.554, -4.295], [2.529, 3.046, -2.830], [0.648, 0.175, -4.176], [3.093, 1.168, -2.158], [1.951, 0.352, 3.017], [4.119, 1.419, 3.346], [5.423, 2.211, 1.365], [6.596, 1.715, -0.549], [6.255, 1.772, -2.293], [5.820, 0.325, -1.341], [-0.616, -2.262, -2.628], [-2.569, -2.751, -4.074], [-4.067, -0.897, -4.777], [-3.604, 1.415, -3.970], [-1.669, 3.413, -0.934], [-0.173, 2.452, -1.105], [-1.642, 1.681, -0.505], [-1.369, 0.498, 2.662], [-2.133, 1.300, 2.353], [-3.050, 2.289, 1.888], [-4.168, 1.889, 1.152], [-5.019, 2.853, 0.641], [-4.765, 4.199, 0.863], [-3.655, 4.592, 1.598], [-2.790, 3.642, 2.113], [-4.339, 0.837, 0.970], [-5.879, 2.551, 0.057], [-5.432, 4.947, 0.454], [-3.456, 5.644, 1.761], [-1.910, 3.931, 2.671], [-2.378, -4.954, 0.499], [-1.722, -3.446, 0.540], [-1.279, -2.367, 0.555]]}



{"formula": "C30H27Cl2GaN2O7SiTe", "method": "ωB97M-V with the def2-TZVPD basis set", "charge": -2, "relative_energy_ev": 0.0063, "largest_force_ha_per_bohr": 0.012, "homo_lumo_gap_ev": 5.98, "symbols": ["Ga", "O", "C", "C", "C", "N", "C", "C", "C", "O", "O", "C", "O", "O", "H", "H", "H", "Te", "C", "C", "C", "C", "C", "C", "H", "H", "H", "H", "H", "C", "Si", "C", "C", "H", "H", "H", "H", "H", "H", "H", "H", "H", "Cl", "C", "C", "C", "C", "C", "Cl", "C", "N", "C", "C", "C", "C", "C", "C", "C", "C", "O", "O", "H", "H", "H", "H", "H", "H", "H", "H", "H", "H"], "coordinates": [[0.358, -0.042, 0.693], [-2.766, 5.258, -0.713], [-2.059, 4.127, -0.417], [-0.726, 3.986, -0.765], [-0.063, 2.826, -0.415], [-0.687, 1.826, 0.218], [-1.968, 1.969, 0.560], [-2.693, 3.107, 0.268], [-2.584, 0.823, 1.356], [-3.786, 0.906, 1.630], [-1.747, -0.060, 1.683], [1.447, 2.704, -0.657], [1.944, 3.484, -1.484], [2.007, 1.850, 0.075], [-2.174, 5.867, -1.165], [-0.171, 4.748, -1.301], [-3.723, 3.173, 0.588], [0.622, 0.322, 3.306], [2.670, 0.490, 3.899], [3.434, 1.628, 3.631], [4.737, 1.746, 4.098], [5.309, 0.728, 4.852], [4.563, -0.412, 5.125], [3.263, -0.529, 4.648], [2.999, 2.426, 3.041], [5.316, 2.636, 3.871], [6.325, 0.820, 5.219], [4.999, -1.218, 5.707], [2.693, -1.426, 4.862], [1.765, -0.122, -2.651], [1.947, -0.907, -0.930], [3.793, -0.717, -0.510], [1.797, -2.778, -1.317], [2.429, -0.612, -3.372], [2.012, 0.944, -2.621], [0.734, -0.219, -3.008], [4.402, -1.182, -1.294], [4.040, -1.190, 0.447], [4.054, 0.342, -0.439], [2.665, -3.121, -1.890], [0.900, -2.975, -1.915], [1.728, -3.381, -0.406], [-1.694, -7.584, 0.446], [-0.073, -7.033, 0.798], [0.930, -7.910, 0.408], [2.259, -7.601, 0.603], [2.575, -6.401, 1.217], [1.583, -5.528, 1.607], [2.062, -4.073, 2.408], [0.199, -5.779, 1.394], [-0.695, -4.810, 1.808], [-2.106, -4.759, 1.581], [-2.948, -5.334, 2.525], [-4.324, -5.298, 2.378], [-4.871, -4.643, 1.285], [-4.034, -4.048, 0.355], [-2.646, -4.087, 0.479], [-1.796, -3.464, -0.594], [-1.082, -2.165, -0.190], [-1.228, -1.164, -0.920], [-0.368, -2.182, 0.855], [0.639, -8.838, -0.067], [3.036, -8.277, 0.271], [3.604, -6.125, 1.406], [-0.289, -3.871, 1.732], [-2.498, -5.834, 3.374], [-4.962, -5.775, 3.113], [-5.946, -4.589, 1.160], [-4.461, -3.521, -0.491], [-2.407, -3.219, -1.459], [-1.020, -4.174, -0.899]]}



| no. | energy (hartree) |
| --- | --- |
| 1 | -1802.5538 |
| 2 | -2782.1422 |
| 3 | -2204.0827 |
| 4 | -5198.5462 |